{
  "formula": "C43H97AsF6N3OP2",
  "method": "ωB97M-V with the def2-TZVPD basis set",
  "elements": ["As", "F", "F", "F", "F", "F", "F", "C", "N", "C", "C", "C", "C", "O", "H", "H", "H", "H", "H", "H", "H", "H", "H", "H", "H", "H", "H", "H", "C", "C", "N", "C", "C", "N", "C", "C", "H", "H", "H", "H", "H", "H", "H", "H", "H", "H", "H", "C", "C", "C", "C", "P", "C", "C", "C", "C", "C", "C", "C", "C", "C", "C", "C", "C", "H", "H", "H", "H", "H", "H", "H", "H", "H", "H", "H", "H", "H", "H", "H", "H", "H", "H", "H", "H", "H", "H", "H", "H", "H", "H", "H", "H", "H", "H", "H", "H", "H", "H", "H", "H", "C", "C", "C", "C", "P", "C", "C", "C", "C", "C", "C", "C", "C", "C", "C", "C", "C", "H", "H", "H", "H", "H", "H", "H", "H", "H", "H", "H", "H", "H", "H", "H", "H", "H", "H", "H", "H", "H", "H", "H", "H", "H", "H", "H", "H", "H", "H", "H", "H", "H", "H", "H", "H"],
  "coordinates": [[-0.140188, 0.615045, 0.315354], [1.319611, 0.835073, 1.218821], [0.120836, -1.120075, 0.057766], [-1.562511, 0.456216, -0.708063], [-0.488730, 2.358701, 0.336540], [0.816896, 0.922856, -1.144678], [-1.062837, 0.461588, 1.755701], [0.532697, 5.316539, -3.510119], [1.264131, 4.903043, -2.240568], [1.466140, 3.400619, -2.358266], [2.626865, 5.540646, -2.208483], [0.344728, 5.291677, -1.102236], [0.947867, 5.223503, 0.270148], [1.987865, 6.153459, 0.494766], [-0.390079, 4.760291, -3.643793], [1.235228, 5.055764, -4.298517], [0.335937, 6.380739, -3.426772], [2.429061, 3.245269, -2.844734], [0.690948, 2.908251, -2.930801], [1.634208, 3.032328, -1.351313], [3.238906, 5.210932, -1.373669], [2.430172, 6.598495, -2.037779], [3.080990, 5.290420, -3.161262], [-0.469273, 4.568075, -1.152413], [-0.078047, 6.258092, -1.367836], [1.100216, 4.186659, 0.593499], [0.183744, 5.522863, 1.001251], [2.385070, 6.124902, 1.366814], [-0.459142, -5.588561, 2.100832], [0.828086, -5.443069, 1.288162], [0.549016, -4.990722, -0.083819], [-0.153404, -5.675996, -1.051831], [-0.177338, -4.842052, -2.131735], [0.288890, -3.591928, -1.758823], [0.649447, -3.726165, -0.481021], [0.399509, -2.383440, -2.534883], [-0.919541, -4.622060, 2.285764], [-0.187834, -5.961086, 3.093684], [-1.050694, -6.417918, 1.716954], [1.394602, -6.369598, 1.197481], [1.518166, -4.767123, 1.787287], [-0.479787, -6.684300, -0.863263], [-0.455869, -5.065514, -3.148799], [1.074858, -2.948738, 0.134437], [-0.421862, -2.243989, -3.238004], [1.244658, -2.527757, -3.215945], [0.558892, -1.470065, -1.969868], [3.256672, -4.203196, 3.837365], [4.421989, -3.276384, 3.567107], [4.234714, -1.884970, 4.219156], [2.976625, -1.122204, 3.788439], [2.773252, 0.621245, 4.229208], [3.685196, 0.963858, 5.759157], [3.195224, 0.314492, 7.043608], [4.046676, 0.655985, 8.263143], [3.592693, -0.153247, 9.478551], [3.610649, 1.797030, 3.101219], [4.483477, 1.089870, 2.062874], [5.346415, 1.997239, 1.156588], [4.725437, 3.327477, 0.740036], [1.026997, 0.987015, 4.494206], [0.711355, 2.490699, 4.614631], [-0.793016, 2.790299, 4.757881], [-0.962940, 4.109730, 5.529336], [2.278385, -3.800888, 3.546578], [3.089671, -4.440952, 4.891774], [3.398145, -5.120826, 3.263202], [4.370027, -3.126807, 2.482958], [5.360174, -3.738022, 3.860177], [5.168138, -1.331315, 4.064213], [4.332431, -2.058630, 5.294986], [2.271189, -1.605543, 4.476380], [2.663266, -1.225816, 2.749786], [3.700768, 2.056245, 5.807490], [4.716024, 0.665585, 5.545475], [3.352422, -0.772220, 7.001953], [2.131101, 0.401908, 7.268672], [3.910528, 1.708393, 8.538420], [5.110379, 0.600566, 8.027388], [4.272882, -0.294240, 10.320163], [3.307083, -1.176783, 9.208102], [2.700065, 0.215367, 9.991987], [4.326040, 2.434612, 3.625235], [2.813435, 2.380349, 2.641147], [3.806072, 0.555605, 1.389808], [5.216979, 0.417210, 2.508842], [5.708661, 1.446892, 0.289595], [6.260472, 2.286079, 1.685695], [3.910443, 3.200769, 0.017737], [5.431271, 3.969504, 0.206654], [4.384222, 3.947490, 1.570766], [0.811569, 0.683462, 5.524945], [0.399131, 0.451376, 3.784937], [1.011045, 2.962457, 3.667600], [1.368249, 2.993927, 5.326536], [-1.244087, 2.005539, 5.366683], [-1.242280, 2.889902, 3.774163], [-1.899886, 4.569154, 5.213048], [-0.197323, 4.854549, 5.293146], [-0.915045, 3.987009, 6.609586], [-4.320678, -4.180302, -7.642721], [-5.059562, -3.352044, -6.570983], [-4.096829, -2.562976, -5.702037], [-4.827097, -1.857579, -4.576916], [-3.749815, -0.961914, -3.408765], [-2.622805, 0.254627, -4.105619], [-1.664184, -0.190170, -5.234733], [-0.414544, 0.679164, -5.399901], [0.742747, -0.048099, -6.052634], [-4.817005, 0.001399, -2.260042], [-6.104252, 0.669864, -2.825107], [-5.863021, 1.836453, -3.813410], [-5.089122, 2.989355, -3.228559], [-2.811857, -2.149380, -2.353763], [-3.683068, -3.149955, -1.612947], [-3.838350, -2.880933, -0.107078], [-2.612283, -3.180347, 0.733555], [-4.908661, -5.032295, -7.987467], [-3.418966, -4.610154, -7.203832], [-4.156333, -3.600262, -8.549606], [-5.605764, -4.054441, -5.937853], [-5.776125, -2.700611, -7.076205], [-3.368867, -1.987263, -6.269273], [-3.481122, -3.362392, -5.262150], [-5.519339, -2.492178, -4.010118], [-5.618455, -1.166366, -4.899486], [-1.949519, 0.426150, -3.256698], [-3.247912, 1.132640, -4.264316], [-2.152295, -0.255573, -6.209487], [-1.371650, -1.234530, -5.068869], [-0.105587, 1.049478, -4.415136], [-0.733732, 1.531646, -6.002149], [1.138946, -0.941119, -5.568317], [1.469889, 0.732003, -6.274256], [0.410501, -0.480087, -7.004206], [-4.140614, 0.586652, -1.636901], [-5.274281, -0.755089, -1.611566], [-6.628194, 1.011117, -1.930437], [-6.773056, -0.066642, -3.271598], [-6.899614, 2.088656, -4.065315], [-5.512332, 1.460286, -4.779330], [-4.090259, 2.670919, -2.910236], [-5.551889, 3.433069, -2.349956], [-4.938472, 3.712608, -4.031478], [-2.165803, -1.583161, -1.674049], [-2.026888, -2.553634, -3.004337], [-3.194160, -4.133872, -1.648702], [-4.662686, -3.444330, -1.996427], [-4.728704, -3.343396, 0.312197], [-3.951043, -1.794184, 0.013552], [-2.267158, -4.209109, 0.561914], [-2.855972, -3.017959, 1.782588], [-1.706322, -2.612480, 0.506873]],
  "forces_ev_per_angstrom": [[-0.7, 1.8, -1.6], [-0.1, -0.4, 0.3], [0.0, 0.9, 0.9], [0.2, -0.3, 0.3], [0.5, -0.7, 0.2], [-0.3, -0.6, 0.4], [0.3, -0.6, -0.2], [1.1, 0.0, 0.4], [-0.7, -1.1, -0.9], [1.2, 0.7, 0.8], [-0.8, 0.6, 0.2], [0.2, -0.4, -0.2], [-0.8, 0.3, 2.1], [0.7, 0.0, -1.3], [0.0, -0.1, 0.3], [-0.3, 0.3, -0.3], [0.1, 0.1, -0.4], [-0.2, 0.1, -0.3], [-0.3, 0.1, 0.4], [-0.6, -0.3, 0.0], [-0.3, -0.4, 0.0], [0.4, 0.1, -0.4], [0.2, 0.4, 0.0], [0.0, 0.0, 0.2], [0.3, 0.2, 0.3], [0.8, 0.0, -0.4], [-0.6, -0.1, -0.5], [-0.3, -0.3, 0.2], [1.2, -0.7, 0.7], [-0.2, -0.4, 0.3], [-1.2, 1.2, 0.4], [1.2, 0.3, -0.4], [-0.8, -0.3, -0.6], [-0.5, -1.1, 1.6], [1.4, 0.3, 0.2], [1.0, 0.2, -2.0], [-0.5, -0.2, -0.4], [0.2, 0.1, 0.0], [-0.6, 0.6, -0.3], [-0.3, -0.2, 0.0], [-0.1, 0.4, -0.4], [0.1, -0.1, -0.4], [-0.2, 0.1, 0.1], [-0.1, -0.1, -0.2], [0.0, -0.2, 0.5], [0.2, 0.2, 0.2], [-0.1, -0.4, 0.3], [-0.6, -0.5, 0.4], [-1.4, 1.0, -0.6], [2.2, -0.2, -0.1], [-0.3, -0.5, 1.3], [1.2, 0.6, 0.7], [-0.4, 0.0, 0.0], [0.7, -1.2, 0.4], [-0.5, 1.3, 0.9], [-0.4, -1.0, 0.6], [0.4, -0.5, -0.5], [-0.1, 0.0, -1.4], [0.3, 1.1, 0.7], [-0.2, 0.2, -0.8], [0.0, 0.6, 1.0], [0.3, 0.2, -2.2], [1.1, 0.6, 1.3], [-0.2, 0.4, -0.5], [0.2, 0.3, -0.3], [0.4, -0.2, 0.0], [-0.1, -0.2, 0.3], [0.7, 0.0, -0.1], [0.1, 0.2, 0.0], [-0.2, 0.2, -0.5], [-0.9, 0.2, 0.1], [-0.8, 0.2, -0.6], [0.1, -0.3, 0.0], [-0.1, 0.0, 0.2], [0.0, 0.0, 0.0], [-0.2, 0.0, -0.6], [0.0, 0.5, -0.1], [0.0, 0.1, -0.2], [0.0, -0.5, 0.1], [0.5, 0.4, -0.4], [0.2, 0.0, -0.2], [-0.1, 0.5, -0.5], [-0.6, 0.2, 0.6], [0.3, 0.2, -0.1], [0.2, -0.4, 0.1], [-0.4, -0.3, 0.2], [-0.2, -0.1, 0.0], [0.0, -0.2, 0.2], [-0.3, -0.1, 0.3], [0.3, -0.2, 0.1], [-0.1, -0.2, 0.1], [0.1, -0.9, -0.3], [-0.1, 0.1, 0.0], [0.0, 0.1, 0.0], [-0.4, -0.3, 0.5], [-0.3, -0.1, -0.4], [-0.1, -0.4, 0.0], [-0.1, 0.0, 0.5], [0.1, -0.2, -0.2], [-0.2, -0.1, 0.0], [-0.6, -0.1, 0.2], [0.0, -0.4, -1.0], [0.1, -1.5, 0.4], [-0.3, 1.0, 0.3], [-1.1, 0.0, 1.1], [0.8, -0.7, -0.2], [-0.4, -0.4, -0.4], [-0.7, -0.4, 0.8], [-0.5, 0.1, -1.2], [-0.8, -1.4, -0.4], [1.3, 0.6, -0.1], [-1.8, -1.2, 0.6], [0.6, -0.1, -0.6], [0.0, 0.7, -0.9], [0.2, -1.9, 1.0], [0.5, 1.8, -0.2], [0.5, -1.0, -0.2], [-0.2, 0.1, 0.2], [0.3, 0.2, -0.3], [0.6, 0.1, 0.2], [-0.2, 0.2, 0.1], [-0.1, 0.0, 0.2], [-0.4, 0.5, -0.1], [0.1, 0.2, 0.2], [0.7, -0.6, 0.2], [0.6, 0.5, -0.5], [-0.3, 0.4, 0.3], [0.3, 0.2, -0.3], [-0.2, 0.2, 0.1], [0.1, 0.0, 0.3], [0.0, 0.1, 0.0], [0.4, 0.2, 0.0], [0.2, 0.5, 0.7], [0.6, -0.6, 0.0], [0.0, 0.4, -0.2], [-0.2, 0.4, -0.1], [0.6, -0.2, 0.2], [-0.1, 0.3, -0.1], [0.2, -0.2, 0.0], [0.2, 0.7, 0.0], [0.6, 0.1, 0.1], [0.0, 0.0, 0.0], [-0.3, 0.1, -0.2], [-0.1, 0.4, 0.4], [-0.5, 0.3, 0.3], [-0.9, -0.6, -0.1], [0.2, 0.1, -0.2], [0.0, 0.8, -0.6], [0.1, -0.2, -0.1], [-0.5, -0.1, 0.0], [-0.4, -0.1, 0.3], [0.2, -0.2, 0.1], [-0.4, 0.6, -0.2]],
  "multiplicity": 1,
  "homo_ev": -16.4866,
  "total_energy_ev": -148385.1137,
  "total_charge": 3,
  "homo_lumo_gap_ev": 10.83
}